No. 1
DFT (ωB97M-V with the def2-TZVPD basis set) results for a structure of composition C20H18Cl2F2O6V.

Cartesian coordinates (Å):
C: 4.3986 1.8167 1.1223
C: 4.7885 0.4177 1.4481
Cl: 6.2345 0.2658 2.3830
C: 4.1391 -0.6907 1.0550
Cl: 4.7264 -2.2580 1.4440
C: 2.9080 -0.6089 0.2337
C: 2.9481 -1.1006 -1.0031
C: 1.7369 -0.9803 -1.8666
O: 1.9002 -0.9080 -3.0580
C: 0.3993 -0.9088 -1.2026
C: 0.3843 -0.3995 0.0998
C: -0.8261 -0.2661 0.7817
C: -0.9137 0.3037 2.1576
C: -0.9871 1.8394 2.0076
O: -2.3549 2.2183 1.9057
C: -2.6548 2.9155 0.7832
O: -3.6319 2.7146 0.1498
C: -1.9926 -0.6579 0.1380
C: -1.9905 -1.1729 -1.1347
C: -3.3227 -1.5585 -1.7657
C: -4.5442 -0.9770 -1.0918
F: -3.4249 -2.9418 -1.6679
C: -0.7749 -1.3202 -1.8368
C: -0.6958 -1.8957 -3.2416
C: -0.7301 -0.7444 -4.2596
F: -1.6705 -2.8235 -3.4962
C: 1.6596 -0.0033 0.7633
O: 1.7046 0.7456 1.7197
H: 5.2482 2.4880 1.1898
H: 3.6434 2.1722 1.8226
H: 3.9468 1.8917 0.1347
H: 3.8358 -1.5734 -1.3964
H: -1.8807 0.0015 2.5531
H: -0.0736 0.0167 2.7741
H: -0.4523 2.1976 1.1298
H: -0.5316 2.2853 2.8988
H: -1.9805 3.7295 0.4763
H: -2.8984 -0.5267 0.7081
H: -3.3357 -1.2916 -2.8211
H: -4.6252 -1.4030 -0.0905
H: -5.4440 -1.2975 -1.6080
H: -4.5210 0.1063 -0.9898
H: 0.2541 -2.4177 -3.3046
H: -0.0259 -0.9670 -5.0555
H: -0.3647 0.1719 -3.8048
H: -1.7360 -0.5786 -4.6360
O: 0.0846 0.2967 5.1798
V: 1.1482 1.4650 5.6860
O: 2.2948 2.2121 6.5857

As for the spin multiplicity: 1. Its HOMO energy is -11.9 eV. Its charge is +1. The calculation puts the frontier orbital gap at 2.4 eV.

Per-atom Mulliken charges, elementary charge units: -1.243, 0.565, -0.156, -0.859, -0.121, 0.537, -0.404, -0.266, -0.539, 0.739, 0.552, -0.300, -0.862, -0.169, -0.358, 0.175, -0.411, -1.034, 0.406, 0.445, -1.595, -0.352, 0.301, 0.177, -1.308, -0.367, 0.784, -0.672, 0.462, 0.211, 0.306, 0.589, 0.555, 0.406, 0.493, -0.160, 0.439, 0.341, 0.307, 0.409, 0.369, 0.378, 0.479, 0.371, 0.354, 0.390, -0.647, 1.878, -0.596

No. 2
DFT (ωB97M-V with the def2-TZVPD basis set) results for an isolated molecule of C5H9NO.

Cartesian coordinates (Å):
H: -2.3998 1.4853 0.6881
N: -2.4495 1.0172 -0.2146
C: -1.3529 0.5933 -0.6809
C: -0.2930 -0.1331 0.2015
C: -0.0904 -1.5790 -0.2511
O: -0.7750 -0.0803 1.5240
C: 0.8708 0.7637 -0.0819
C: 2.1629 0.5912 0.0649
H: -1.2708 0.3406 -1.7360
H: -1.0312 -2.1159 -0.1409
H: 0.2156 -1.6223 -1.2940
H: 0.6729 -2.0573 0.3607
H: -0.0843 0.2158 2.1385
H: 0.3766 1.5886 -0.7677
H: 2.5686 -0.2998 0.5232
H: 2.8796 1.2920 -0.3338

As for the spin multiplicity: 1. The structure (SMILES) is [H]/N=C\[C@](C)(O)C=C. Its HOMO energy is -9.1 eV. Its charge is 0. The calculation puts the frontier orbital gap at 9.9 eV. The energy above the lowest of the compared OMol25 structures with the same formula, charge and spin is 3.218 eV.

Per-atom Mulliken charges, elementary charge units: 0.285, -0.686, -0.432, 1.356, -1.477, -0.563, -0.467, -0.643, 0.427, 0.385, 0.352, 0.363, 0.393, 0.187, 0.242, 0.279

No. 3
DFT (ωB97M-V with the def2-TZVPD basis set) results for a cluster of 2 separate species, C6H14O in total.

Cartesian coordinates (Å):
C: 1.6465 -0.1259 -1.5902
C: 1.4036 -1.2398 -0.6161
C: 0.7136 -2.4013 -1.2678
C: -0.6369 -0.2283 0.4706
C: -0.4964 1.1460 1.1045
C: -1.8518 1.8448 1.2739
O: 0.1461 0.9448 2.3634
H: 2.5979 -0.4222 -2.0711
H: 1.8469 0.8366 -1.1019
H: 0.9112 0.0108 -2.4082
H: 0.4267 -0.6979 0.4270
H: 1.5535 -2.9686 -1.7122
H: 0.0111 -2.1829 -2.0963
H: 0.2417 -3.0804 -0.5460
H: -1.2172 -0.9137 1.1032
H: -1.0795 -0.1741 -0.5312
H: 0.1387 1.7687 0.4442
H: -2.5046 1.2482 1.9246
H: -2.3528 1.9856 0.3061
H: -1.7228 2.8376 1.7311
H: 0.2243 1.8119 2.7925

As for the spin multiplicity: 1. Its HOMO energy is -7.8 eV. Its charge is 0. The calculation puts the frontier orbital gap at 8.6 eV. The energy above the lowest of the compared OMol25 structures with the same formula, charge and spin is 4.288 eV.

Per-atom Mulliken charges, elementary charge units: -1.076, -0.207, -1.138, -1.014, 0.571, -1.315, -0.547, 0.369, 0.341, 0.295, 0.395, 0.365, 0.312, 0.340, 0.450, 0.407, 0.074, 0.329, 0.326, 0.390, 0.335

No. 4
DFT (ωB97M-V with the def2-TZVPD basis set) results for a cluster of 2 separate species, C2H3NO3 in total.

Cartesian coordinates (Å):
C: -0.6263 1.0779 -0.4651
C: -0.1017 1.9412 0.3612
N: 0.1973 -1.8021 0.5447
O: -1.1971 0.3240 -1.2092
O: 0.4104 -2.1771 -0.7404
O: 1.0049 -2.2314 1.3306
H: -0.1574 -1.7252 -1.2600
H: 1.0131 2.0891 0.3684
H: -0.5432 2.5036 1.0697

As for the spin multiplicity: 3. Its HOMO energy (alpha / beta) is -8.0 / -9.9 eV. Its charge is 0. As for the expectation value of S²: 2.0082. The calculation puts the frontier orbital gap (alpha / beta) at 8.5 / 7.8 eV. The energy above the lowest of the compared OMol25 structures with the same formula, charge and spin is 3.847 eV.

Per-atom Mulliken charges, elementary charge units: 0.839, -0.909, 0.281, -0.463, -0.292, -0.327, 0.347, 0.204, 0.320

No. 5
DFT (ωB97M-V with the def2-TZVPD basis set) results for a structure of composition C5H9N3.

Cartesian coordinates (Å):
C: 0.7658 -1.5203 -1.0092
C: -1.5812 -0.1677 1.4594
N: 0.3481 -1.2965 0.3429
C: -0.3627 -0.0206 0.5766
N: 0.5670 1.4497 -1.2202
C: -0.3909 1.0954 -0.3506
C: 1.0475 0.2830 1.1670
N: 2.0430 0.6883 1.6261
H: 0.3418 2.0628 -1.9870
H: 1.5320 1.2171 -1.0284
H: -1.3200 1.6482 -0.4511
H: -0.0673 -1.3989 -1.7250
H: 1.5834 -0.8641 -1.3615
H: 1.1497 -2.5402 -1.0664
H: -1.8880 0.7886 1.8901
H: -2.4062 -0.5672 0.8656
H: -1.3623 -0.8575 2.2717

As for the spin multiplicity: 1. Its HOMO energy (alpha / beta) is -7.0 / -8.3 eV. Its charge is 0. The calculation puts the frontier orbital gap (alpha / beta) at 6.5 / 8.6 eV. The energy above the lowest of the compared OMol25 structures with the same formula, charge and spin is 4.948 eV.

Per-atom Mulliken charges, elementary charge units: -0.579, -1.488, -0.415, 1.567, -0.353, -0.616, -0.245, -0.553, 0.221, 0.240, 0.384, 0.256, 0.175, 0.322, 0.366, 0.328, 0.392

No. 6
DFT (ωB97M-V with the def2-TZVPD basis set) results for a cluster of 4 separate species, C20H19Cl2N3O6 in total.

Cartesian coordinates (Å):
O: -31.7563 -8.1190 -12.8866
N: -30.9356 -8.8920 -13.3526
O: -31.2020 -9.7611 -14.1543
C: -29.5490 -8.7251 -12.9067
C: -29.2281 -7.7310 -11.9836
C: -27.9150 -7.5218 -11.6526
C: -26.9327 -8.3961 -12.1257
C: -27.2565 -9.3730 -13.0354
C: -28.5912 -9.5640 -13.4041
H: -30.0377 -7.2552 -11.4455
H: -27.6553 -6.7965 -10.8935
H: -25.8899 -8.4300 -11.8326
H: -26.5164 -10.0937 -13.3560
H: -28.9015 -10.4731 -13.9055
O: -16.6589 -6.4876 -5.9824
N: -17.7989 -6.1494 -6.2642
O: -18.0690 -5.2852 -7.0822
C: -18.8804 -6.8222 -5.5959
C: -20.1244 -6.9705 -6.2148
C: -21.1397 -7.6275 -5.5295
C: -20.9041 -8.1902 -4.2730
C: -19.7185 -7.9555 -3.6062
C: -18.7542 -7.2184 -4.2762
H: -20.2365 -6.6875 -7.2528
H: -22.1425 -7.6231 -5.9332
H: -21.6880 -8.7653 -3.7945
H: -19.4785 -8.3158 -2.6177
H: -17.7866 -7.0279 -3.8206
O: -26.0267 -7.9086 -8.7164
N: -26.6496 -7.6838 -7.7058
O: -27.8111 -7.3240 -7.6469
C: -26.0292 -8.0022 -6.3815
C: -26.5740 -7.4701 -5.2213
C: -26.0681 -7.9112 -4.0108
C: -25.0740 -8.8674 -4.0024
C: -24.5569 -9.4185 -5.1806
C: -24.9285 -8.8269 -6.3835
H: -27.4353 -6.8187 -5.2718
H: -26.3130 -7.4796 -3.0491
H: -24.6249 -9.2777 -3.1046
H: -23.8254 -10.2115 -5.1235
H: -24.4337 -9.0742 -7.3142
Cl: -28.4257 -2.5500 -10.0775
C: -28.4469 -4.2460 -9.4641
C: -28.9481 -4.2263 -8.0313
Cl: -27.7159 -3.6196 -6.8785
H: -27.4036 -4.5267 -9.5525
H: -29.1570 -4.7160 -10.1360
H: -29.3283 -5.2099 -7.7540
H: -29.7931 -3.5519 -7.9211

As for the spin multiplicity: 1. The structure (SMILES) is O=[N+]([O-])c1ccccc1.O=[N+]([O-])c1ccccc1.O=[N+]([O-])c1ccccc1.ClCCCl. Its HOMO energy is -10.1 eV. Its charge is 0. The calculation puts the frontier orbital gap at 9.2 eV. The energy above the lowest of the compared OMol25 structures with the same formula, charge and spin is 0.858 eV.

Per-atom Mulliken charges, elementary charge units: -0.595, 0.988, -0.597, -0.067, -0.124, 0.056, -0.454, -0.521, -0.345, 0.403, 0.142, 0.362, 0.359, 0.391, -0.544, 0.868, -0.544, 0.165, -0.519, -0.211, -0.075, -0.710, -0.233, 0.375, 0.365, 0.315, 0.380, 0.362, -0.578, 1.028, -0.564, 0.054, -0.207, -0.548, -0.272, -0.718, -0.302, 0.432, 0.382, 0.393, 0.418, 0.490, -0.202, -0.233, -0.372, -0.200, 0.272, 0.082, 0.230, 0.424